(1)
C40H79F3INO10 | the ωB97M-V functional and the def2-TZVPD basis

Positions of all 134 atoms, in Å:
C -0.40 -6.00 -2.49
O -0.94 -5.23 -1.42
C -0.14 -5.19 -0.27
C 0.64 -3.87 -0.16
O 0.52 -3.44 1.17
C 0.94 -2.12 1.39
I 1.02 -1.90 3.55
C 0.05 -1.07 0.78
C 0.27 0.34 1.35
C 0.53 1.43 0.30
N 1.96 1.78 0.31
C 2.10 -4.03 -0.58
F 2.27 -5.04 -1.41
F 2.90 -4.22 0.45
F 2.53 -2.95 -1.21
H 0.19 -6.84 -2.16
H -1.18 -6.37 -3.12
H 0.22 -5.35 -3.10
H -0.81 -5.19 0.58
H 0.51 -6.04 -0.17
H 0.20 -3.20 -0.90
H 1.96 -1.95 1.08
H 0.30 -1.04 -0.28
H -0.98 -1.38 0.85
H 1.09 0.39 2.04
H -0.63 0.61 1.88
H 0.24 1.13 -0.69
H -0.02 2.31 0.63
H 2.10 2.60 0.89
H 2.28 1.98 -0.62
C 0.37 6.86 2.22
C 1.67 7.15 1.47
C 2.21 5.75 1.22
O 1.06 4.89 1.10
C -0.11 5.60 1.53
H -0.35 7.66 2.17
H 0.59 6.66 3.27
H 1.44 7.63 0.51
H 2.37 7.78 2.01
H 2.81 5.40 2.07
H 2.80 5.68 0.31
H -0.71 5.83 0.65
H -0.70 4.96 2.19
C -4.25 -3.98 -4.01
C -3.52 -3.77 -2.69
C -4.04 -2.41 -2.27
O -5.37 -2.29 -2.79
C -5.60 -3.35 -3.73
H -4.33 -5.03 -4.31
H -3.74 -3.44 -4.81
H -3.84 -4.53 -1.97
H -2.44 -3.81 -2.77
H -3.43 -1.60 -2.69
H -4.07 -2.28 -1.18
H -6.29 -4.07 -3.27
H -6.08 -2.94 -4.62
C 6.37 6.62 -2.02
C 5.91 5.72 -3.16
C 4.81 4.91 -2.50
O 4.23 5.76 -1.50
C 5.05 6.91 -1.32
H 6.88 7.52 -2.36
H 7.04 6.07 -1.36
H 5.50 6.32 -3.98
H 6.70 5.09 -3.57
H 5.21 4.02 -2.00
H 4.03 4.59 -3.20
H 4.55 7.78 -1.76
H 5.18 7.10 -0.25
C -0.31 -11.62 -1.96
C -0.29 -11.66 -3.49
C -0.64 -10.23 -3.84
O -0.12 -9.41 -2.79
C 0.27 -10.24 -1.69
H 0.26 -12.42 -1.50
H -1.34 -11.68 -1.60
H 0.71 -11.91 -3.84
H -0.99 -12.39 -3.92
H -1.73 -10.08 -3.89
H -0.21 -9.91 -4.79
H 1.36 -10.27 -1.65
H -0.10 -9.80 -0.76
C 1.08 2.37 5.82
C 1.34 3.78 5.30
C 1.40 3.55 3.80
O 0.53 2.45 3.52
C 0.16 1.81 4.75
H 0.64 2.34 6.82
H 2.02 1.81 5.85
H 0.50 4.43 5.55
H 2.25 4.24 5.70
H 2.41 3.28 3.48
H 1.07 4.41 3.22
H -0.89 2.05 4.96
H 0.25 0.73 4.63
C -4.91 7.48 1.75
C -4.63 7.97 3.17
C -3.13 7.79 3.27
O -2.61 7.98 1.95
C -3.68 7.98 1.01
H -5.84 7.85 1.33
H -4.94 6.38 1.73
H -4.90 9.02 3.26
H -5.18 7.41 3.94
H -2.86 6.78 3.60
H -2.66 8.51 3.95
H -3.83 9.01 0.65
H -3.42 7.35 0.16
C -0.17 5.56 -3.07
C -0.75 4.27 -3.63
C -2.10 4.20 -2.92
O -2.51 5.55 -2.69
C -1.41 6.43 -2.95
H 0.60 6.00 -3.69
H 0.25 5.37 -2.08
H -0.90 4.36 -4.71
H -0.13 3.39 -3.45
H -2.01 3.70 -1.95
H -2.86 3.69 -3.51
H -1.61 6.97 -3.89
H -1.33 7.17 -2.15
C 1.47 -8.64 3.42
C 0.37 -9.49 2.79
C -0.42 -8.45 2.01
O 0.52 -7.44 1.62
C 1.75 -7.63 2.32
H 2.35 -9.20 3.72
H 1.08 -8.13 4.31
H 0.81 -10.22 2.11
H -0.24 -10.03 3.51
H -1.18 -7.98 2.64
H -0.90 -8.85 1.13
H 2.50 -8.01 1.62
H 2.10 -6.67 2.71

**Strongest force on any atom**: 1.6 eV/Å
**HOMO energy**: -8.5 eV
**Net charge**: 0
**LUMO energy**: 0.702 eV
**Gap between HOMO and LUMO**: 9.23 eV
**Energy**: -80975.2543 eV
**SMILES string**: COC[C@@H](O[C@H](I)CCCN)C(F)(F)F.C1CCOC1.C1CCOC1.C1CCOC1.C1CCOC1.C1CCOC1.C1CCOC1.C1CCOC1.C1CCOC1

---

(2)
C40H79F5IN9O5P2 | the ωB97M-V functional and the def2-TZVPD basis

Positions of all 141 atoms, in Å:
C 1.45 -3.49 2.54
C 0.31 -2.65 3.11
C -1.09 -3.21 2.75
N -1.80 -2.36 1.80
C -2.63 -1.26 2.25
C -4.12 -1.68 2.04
C -4.43 -3.07 2.63
C -5.84 -3.11 3.21
I -5.98 -4.70 4.66
C -2.48 -0.92 3.75
O -2.69 0.47 3.98
C -1.97 1.03 5.04
C -2.85 2.10 5.71
C -3.84 2.83 4.80
C -3.20 3.79 3.78
C -3.94 5.12 3.54
N -5.32 5.19 4.06
C -5.74 6.60 4.11
C -6.27 4.47 3.30
C -5.86 3.63 2.10
O -7.44 4.49 3.63
C -0.61 1.54 4.55
F 0.20 0.45 4.25
F -0.74 2.20 3.37
C 0.18 2.38 5.53
C 0.24 2.04 6.88
C 1.00 2.81 7.74
C 1.71 3.89 7.26
C 1.64 4.22 5.92
C 2.43 5.40 5.41
F 2.27 6.49 6.17
F 3.75 5.10 5.43
F 2.13 5.71 4.14
C 0.88 3.47 5.05
N -2.29 -0.02 1.46
C -3.43 0.75 1.02
C -1.33 -0.27 0.41
C -0.90 1.03 -0.29
C 0.27 1.83 0.49
O 0.29 1.02 -0.89
H 1.34 -3.68 1.47
H 2.39 -2.94 2.64
H 1.58 -4.42 3.10
H 0.42 -2.67 4.20
H 0.42 -1.61 2.81
H -0.92 -4.16 2.25
H -1.63 -3.42 3.68
H -2.23 -2.88 1.06
H -4.76 -0.96 2.55
H -4.36 -1.71 0.98
H -3.75 -3.35 3.44
H -4.34 -3.83 1.86
H -6.60 -3.31 2.46
H -6.06 -2.22 3.79
H -1.53 -1.23 4.19
H -3.27 -1.44 4.31
H -1.73 0.29 5.82
H -2.27 2.84 6.27
H -3.45 1.58 6.45
H -4.54 3.36 5.45
H -4.46 2.12 4.26
H -3.03 3.26 2.84
H -2.21 4.04 4.16
H -3.95 5.34 2.47
H -3.36 5.93 3.99
H -5.80 7.04 3.11
H -5.00 7.18 4.67
H -6.68 6.69 4.63
H -5.58 2.64 2.45
H -5.07 4.06 1.50
H -6.76 3.51 1.50
H -0.30 1.18 7.23
H 1.06 2.52 8.78
H 2.32 4.47 7.95
H 0.85 3.74 4.01
H -4.09 0.95 1.87
H -4.01 0.31 0.20
H -3.14 1.75 0.68
H -1.70 -0.89 -0.43
H -0.37 -0.59 0.78
H -1.66 1.66 -0.76
H 1.16 2.39 0.23
H -0.38 2.75 0.35
C 6.43 -3.68 -0.46
N 5.00 -3.69 -0.27
C 4.56 -4.96 0.30
P 3.88 -2.96 -1.35
O 2.63 -2.88 -0.55
N 4.25 -1.31 -1.58
C 5.58 -0.77 -1.42
C 3.26 -0.36 -1.08
N 4.59 -3.44 -2.84
C 4.21 -2.64 -4.02
C 4.26 -4.85 -3.17
H 6.77 -4.31 -1.30
H 6.91 -4.06 0.44
H 6.83 -2.69 -0.61
H 4.66 -5.80 -0.39
H 3.52 -4.90 0.61
H 5.15 -5.19 1.18
H 5.90 -0.75 -0.37
H 5.61 0.25 -1.79
H 6.31 -1.32 -2.01
H 3.33 -0.23 0.01
H 2.25 -0.66 -1.32
H 3.42 0.62 -1.55
H 3.12 -2.61 -4.18
H 4.67 -3.07 -4.91
H 4.56 -1.62 -3.96
H 3.18 -5.01 -3.24
H 4.66 -5.53 -2.43
H 4.70 -5.11 -4.13
C 1.69 -1.32 -10.25
N 2.38 -1.49 -8.99
C 2.86 -2.86 -8.84
P 1.91 -0.74 -7.52
O 3.10 -0.88 -6.65
N 1.83 0.96 -7.72
C 1.59 1.59 -9.01
C 2.79 1.74 -6.96
N 0.20 -0.94 -7.65
C -0.61 -0.03 -6.82
C -0.21 -2.32 -7.27
H 0.70 -1.80 -10.28
H 2.29 -1.77 -11.04
H 1.57 -0.28 -10.53
H 2.05 -3.59 -8.71
H 3.53 -2.94 -7.99
H 3.42 -3.15 -9.73
H 2.45 1.49 -9.68
H 1.40 2.65 -8.86
H 0.70 1.19 -9.49
H 3.79 1.72 -7.41
H 2.87 1.38 -5.93
H 2.46 2.78 -6.91
H -0.36 -0.09 -5.76
H -1.66 -0.30 -6.94
H -0.51 1.00 -7.14
H 0.09 -2.57 -6.25
H 0.22 -3.06 -7.95
H -1.29 -2.41 -7.34

**Strongest force on any atom**: 5.1 eV/Å
**HOMO energy**: -8.2 eV
**Net charge**: 0
**LUMO energy**: 0.408 eV
**Gap between HOMO and LUMO**: 8.56 eV
**Energy**: -106670.9339 eV
**SMILES string**: CCCN[C@@](CCCI)(CO[C@H](CCCCN(C)C(C)=O)C(F)(F)c1cccc(C(F)(F)F)c1)N(C)C[C@H]1CO1.CN(C)P(=O)(N(C)C)N(C)C.CN(C)P(=O)(N(C)C)N(C)C

---

(3)
C40H79NO18S8 | the ωB97M-V functional and the def2-TZVPD basis

Positions of all 146 atoms, in Å:
C -0.26 1.19 7.22
C 0.97 0.97 6.37
O 2.08 1.41 6.66
C 0.74 0.09 5.16
H -1.12 1.58 6.68
H -0.04 1.90 8.02
H -0.54 0.22 7.62
H 0.21 0.67 4.40
H 0.12 -0.77 5.42
H 1.66 -0.27 4.72
C -3.83 -3.84 -1.95
C -4.14 -3.07 -0.68
O -3.48 -2.14 -0.24
C -5.21 -3.68 0.21
H -3.41 -4.82 -1.73
H -3.13 -3.39 -2.65
H -4.69 -3.99 -2.60
H -4.90 -4.72 0.32
H -6.18 -3.58 -0.27
H -5.22 -3.17 1.17
C -3.37 -1.13 4.10
C -3.50 0.13 4.86
N -3.61 1.12 5.44
H -2.37 -1.46 3.81
H -4.09 -1.12 3.28
H -3.58 -1.84 4.90
C 4.26 -0.37 -2.41
C 4.80 -1.44 -3.40
C 3.56 -1.75 -4.33
S 2.67 -0.08 -4.57
O 1.31 -0.30 -4.05
O 2.96 0.56 -5.87
C 3.67 0.76 -3.19
H 5.01 -0.05 -1.69
H 3.53 -0.94 -1.83
H 5.28 -2.31 -2.96
H 5.58 -1.00 -4.01
H 2.86 -2.42 -3.83
H 3.77 -2.07 -5.36
H 2.92 1.37 -2.68
H 4.51 1.28 -3.67
C -1.05 -4.19 1.86
C -0.05 -3.07 1.72
C 1.01 -3.09 2.89
S 1.39 -4.88 3.08
O 1.59 -5.22 4.49
O 2.36 -5.31 2.07
C -0.35 -5.38 2.57
H -1.44 -4.42 0.87
H -1.93 -3.95 2.46
H -0.64 -2.18 1.50
H 0.55 -3.31 0.85
H 0.60 -2.82 3.86
H 1.96 -2.57 2.81
H -0.86 -5.60 3.50
H -0.37 -6.33 2.04
C -0.37 -6.95 -1.61
C -1.21 -6.31 -2.70
C -0.79 -4.84 -2.79
S 1.06 -4.77 -2.50
O 1.27 -3.64 -1.58
O 1.67 -4.75 -3.85
C 1.14 -6.50 -1.77
H -0.49 -8.03 -1.64
H -0.74 -6.62 -0.64
H -2.24 -6.53 -2.42
H -1.06 -6.87 -3.62
H -1.13 -4.28 -1.92
H -0.96 -4.31 -3.73
H 1.74 -6.46 -0.86
H 1.60 -7.18 -2.49
C -2.32 5.36 2.20
C -1.11 6.25 1.63
C 0.16 5.49 2.00
S -0.07 4.89 3.77
O 0.15 5.92 4.74
O 0.55 3.54 3.89
C -1.95 4.73 3.56
H -2.61 4.65 1.43
H -3.19 6.01 2.25
H -0.97 7.31 1.86
H -1.09 6.31 0.54
H 1.17 5.90 1.88
H 0.20 4.56 1.43
H -2.37 5.10 4.49
H -2.21 3.69 3.37
C 6.38 3.57 3.40
C 5.56 3.03 4.62
C 4.13 2.83 4.11
S 3.87 4.22 2.93
O 3.18 5.33 3.53
O 3.41 3.71 1.65
C 5.59 4.66 2.71
H 6.62 2.74 2.74
H 7.28 3.89 3.92
H 5.60 3.70 5.47
H 5.94 2.05 4.92
H 3.30 2.85 4.82
H 4.01 1.95 3.47
H 5.71 5.61 3.23
H 5.71 4.83 1.64
C 0.61 -0.09 -0.69
C 1.44 1.00 -0.03
C 1.02 1.33 1.40
S -0.81 1.19 1.28
O -1.29 2.55 1.11
O -1.30 0.33 2.41
C -0.84 0.17 -0.30
H 0.92 -1.10 -0.43
H 0.90 -0.07 -1.74
H 1.42 1.84 -0.72
H 2.49 0.70 -0.01
H 1.29 2.31 1.82
H 1.39 0.59 2.11
H -1.43 0.71 -1.04
H -1.41 -0.70 0.01
C -0.67 5.05 -2.76
C -0.25 3.60 -2.44
C 0.26 3.02 -3.77
S -0.83 3.70 -5.13
O -2.13 3.02 -5.04
O -0.10 3.82 -6.39
C -1.00 5.32 -4.27
H -0.03 5.75 -2.21
H -1.54 5.29 -2.15
H -1.00 2.94 -2.01
H 0.57 3.60 -1.72
H 0.19 1.94 -3.92
H 1.28 3.28 -4.04
H -1.93 5.77 -4.63
H -0.15 5.85 -4.70
C -2.79 -0.89 -3.74
C -3.53 0.23 -4.42
C -4.86 -0.27 -5.02
S -4.53 -2.00 -5.57
O -4.52 -1.99 -7.03
O -5.43 -2.88 -4.83
C -2.85 -2.02 -4.81
H -3.39 -1.21 -2.88
H -1.78 -0.56 -3.51
H -2.90 0.61 -5.22
H -3.66 1.02 -3.67
H -5.04 0.26 -5.95
H -5.70 -0.21 -4.32
H -2.14 -1.63 -5.54
H -2.59 -3.05 -4.53

**Strongest force on any atom**: 3.2 eV/Å
**HOMO energy (spin up / spin down)**: -11.6 / -11.6 eV
**Net charge**: +1
**LUMO energy (spin up / spin down)**: -4.711 / -8.644 eV
**Spin multiplicity**: 2
**Gap between HOMO and LUMO (spin up / spin down)**: 6.90 / 2.97 eV
**⟨S²⟩**: 0.757
**Energy**: -167773.3170 eV